151
Properties=species:S:1:pos:R:3:forces:R:3:mulliken_charge:R:1 method="wB97M-V/def2-TZVPD" charge=+1
C 5.223363 0.157287 1.342606 0.34 0.17 -0.04 -0.96
C 4.842015 0.790763 0.030843 0.71 -0.01 1.04 -0.28
O 3.855236 0.019648 -0.619462 1.05 -2.29 0.44 -0.25
C 4.010709 -0.041142 -2.011422 2.52 -2.12 -1.15 -0.95
C 3.150705 -1.124328 -2.588992 0.42 0.06 -0.39 -0.71
O 1.919892 -0.604070 -3.060448 -0.47 -0.13 0.64 -0.18
C 0.979875 -1.603019 -3.351482 0.23 -0.01 -0.64 -0.79
C -0.407695 -1.042815 -3.389015 -0.39 0.13 -0.43 -0.70
O -0.733725 -0.244219 -2.259215 -0.06 -0.10 0.66 -0.57
C -1.607571 -0.868842 -1.347956 -0.25 0.68 -1.67 -1.35
C -1.717056 -0.230931 0.017722 0.76 -1.89 2.19 -0.46
N -2.778442 -0.990060 0.668269 -0.60 1.04 -0.64 -0.31
N -1.902254 1.229644 -0.146047 0.90 0.15 -1.52 0.30
C -1.390095 2.118183 0.939710 0.98 0.01 0.48 -0.64
C -2.309491 2.544841 2.067001 -0.32 -0.26 0.70 -1.09
Br -1.634976 3.898631 3.239963 -0.06 -0.05 -0.34 0.06
C -3.576644 2.178003 2.275144 -0.06 -0.05 -0.40 0.71
C -4.420088 1.264099 1.452443 -0.71 0.10 0.40 -1.33
Br -4.599042 2.808722 3.727215 0.20 0.04 0.12 -0.10
S -1.330670 3.743022 -0.091487 -1.44 1.19 -1.02 2.00
O -1.306812 3.417249 -1.494309 0.89 -0.85 -0.05 -0.74
O -2.531457 4.435175 0.258658 -0.03 0.12 0.91 -0.62
C 0.035640 4.984992 0.179773 0.64 0.98 -0.36 0.63
F 0.541193 5.044241 1.405847 -0.14 -0.35 -0.13 -0.15
F 1.016099 4.768055 -0.706709 -0.42 -0.26 0.26 -0.26
C -0.564578 6.419573 -0.144084 0.74 0.40 0.08 0.58
F -1.212998 6.438224 -1.310410 0.14 0.01 0.79 -0.18
F -1.311030 6.867034 0.867358 0.20 -0.29 -0.79 -0.19
F 0.526659 7.214495 -0.247686 -0.78 -0.33 0.05 -0.23
C -0.026395 1.303172 1.300189 0.42 0.35 0.34 2.03
C 0.385673 1.658000 2.728816 -0.09 -0.60 0.59 -3.03
C 1.617294 0.979046 3.300368 0.31 0.08 0.23 -1.03
O 1.286796 0.449645 4.609334 0.33 0.31 -0.03 -0.28
C 2.424060 -0.010009 5.208163 0.83 -1.52 0.07 0.04
O 2.967200 -1.046662 4.917578 -0.71 1.01 -0.02 -0.45
C 1.249198 1.560456 0.480837 0.04 -0.20 -1.52 1.15
F 1.883824 2.717403 0.898168 -0.21 0.67 0.33 -0.57
C 1.215761 1.582544 -1.037481 0.77 0.42 -0.24 1.08
C 2.631394 1.852570 -1.577787 -2.09 2.71 0.70 -1.81
C -0.452200 -0.219887 1.159317 -2.02 0.81 -0.79 0.75
O -1.134328 -0.491290 2.340390 0.97 -0.40 -0.02 0.01
C -0.622482 -1.446442 3.278379 -0.48 -0.74 0.66 -0.29
C -1.207091 -2.830288 3.053063 -0.22 0.63 0.36 -1.39
P 0.744179 -1.506485 0.526130 1.63 -0.82 0.88 0.54
S 2.313592 -1.984150 1.553160 -0.13 -0.10 -0.07 -0.32
H 4.476130 0.337329 2.100708 -0.35 -0.19 0.21 -0.08
H 5.407542 -0.901645 1.235969 -0.02 -0.29 0.02 0.26
H 6.133975 0.629297 1.692171 0.26 0.08 0.13 0.49
H 4.443637 1.779788 0.257024 -0.01 0.30 -0.10 0.19
H 5.715453 0.950768 -0.594979 0.11 -0.22 -0.30 0.57
H 3.815606 0.912709 -2.502035 1.85 -1.63 -0.06 0.41
H 5.043710 -0.298291 -2.242593 0.29 -0.31 0.17 0.54
H 3.013994 -1.899363 -1.837595 -0.21 -0.21 0.17 0.30
H 3.695532 -1.556262 -3.425387 0.01 -0.24 -0.24 0.61
H 1.176593 -1.987362 -4.353891 0.00 -0.33 -0.17 0.50
H 1.022799 -2.460446 -2.677582 0.25 0.01 0.38 0.31
H -0.576111 -0.433484 -4.266440 0.17 0.34 -0.20 0.53
H -1.088160 -1.885447 -3.488037 -0.28 -0.16 0.06 0.53
H -2.611734 -0.773753 -1.779952 -0.28 -0.05 0.02 0.49
H -1.449711 -1.937884 -1.313495 0.32 -0.33 0.49 0.81
H -3.628154 -0.875835 0.124739 -0.14 -0.14 -0.01 0.58
H -2.556417 -1.976150 0.603197 0.22 -0.12 0.25 -0.30
H -1.116552 1.365601 -0.825736 -0.16 0.19 -0.29 -0.01
H -2.654467 1.569059 -0.753266 -0.58 -0.07 0.56 0.73
H -5.453603 1.542853 1.595561 -0.27 0.24 -0.06 0.70
H -4.279389 1.294064 0.383899 0.32 -0.09 -0.23 0.13
H -4.354249 0.268436 1.863002 0.21 -0.36 -0.13 0.27
H 0.551116 2.713822 2.791035 0.17 0.40 -0.27 1.27
H -0.408284 1.472249 3.433704 -0.34 -0.27 0.03 1.06
H 2.391628 1.724281 3.456089 0.21 0.24 -0.07 0.95
H 2.066238 0.187243 2.708858 -0.23 -0.19 -0.16 -0.85
H 2.839302 0.615883 6.004241 -0.34 0.33 0.11 0.42
H 1.963406 0.780300 0.727472 -0.10 -0.43 0.33 0.77
H 0.590269 2.354754 -1.456085 -0.45 0.11 0.06 0.10
H 0.916000 0.638065 -1.477955 -0.12 0.11 0.41 -1.22
H 2.731990 1.440544 -2.569180 -1.92 1.51 0.05 0.58
H 3.350230 1.359495 -0.930913 -2.01 2.06 -0.69 -0.31
H 2.861892 2.905656 -1.580648 -0.19 0.61 -0.25 0.39
H -0.995444 -1.125775 4.241694 -0.09 0.39 0.19 0.60
H 0.449419 -1.460880 3.385063 0.31 0.16 -0.45 0.15
H -0.762103 -3.516555 3.758116 0.35 -0.35 -0.02 0.55
H -2.252106 -2.773768 3.329304 -0.43 -0.15 -0.27 0.38
H -1.108830 -3.180540 2.035141 0.10 -0.33 -0.12 0.06
H 1.106584 -1.157739 -0.783441 -0.61 0.24 0.06 -0.26
H -0.078636 -2.637238 0.384752 -0.38 0.34 -0.31 0.13
C -3.707546 -6.536252 1.834193 0.00 -0.02 0.01 -1.66
C -4.029079 -5.469825 0.799490 -0.13 -0.05 0.07 0.35
N -3.570283 -5.806857 -0.536412 0.16 0.15 -0.11 0.17
C -3.610768 -4.698213 -1.465506 0.02 0.23 -0.02 0.01
C -4.975767 -4.100752 -1.834017 0.07 0.11 -0.05 -1.19
C -4.036780 -7.081120 -1.062619 -0.04 -0.34 0.07 -0.75
C -5.550087 -7.311816 -1.152847 0.03 -0.01 -0.08 -0.95
H -2.643792 -6.775918 1.829230 0.01 -0.02 -0.05 0.35
H -3.969283 -6.175085 2.829001 -0.02 0.01 0.00 0.46
H -4.269874 -7.453997 1.664299 0.01 -0.01 0.00 0.38
H -3.527558 -4.544485 1.108285 0.01 0.05 -0.14 -0.14
H -5.109596 -5.259029 0.829269 0.01 0.02 0.06 0.25
H -3.096495 -4.992168 -2.385088 -0.01 -0.10 0.03 0.43
H -2.998322 -3.889046 -1.035294 0.00 -0.06 0.08 -0.37
H -5.534773 -4.747281 -2.506217 -0.04 -0.03 0.04 0.32
H -4.832072 -3.148834 -2.354330 0.01 -0.02 -0.01 0.42
H -5.588615 -3.902225 -0.954229 -0.01 -0.04 0.02 0.27
H -3.608681 -7.874139 -0.445815 0.00 0.06 0.06 0.42
H -3.590195 -7.229022 -2.048255 0.02 0.14 -0.03 0.36
H -6.068900 -7.011132 -0.241833 0.02 0.01 0.02 0.26
H -5.746501 -8.374290 -1.301065 0.01 -0.01 0.00 0.38
H -5.999481 -6.786031 -1.993633 -0.04 0.06 0.05 0.26
C 6.997840 3.410808 8.291674 0.04 0.01 -0.03 -1.50
C 5.677952 3.138094 7.587051 0.17 0.00 -0.03 -0.19
N 4.568806 3.888565 8.143246 -0.15 -0.03 0.00 0.15
C 3.274828 3.424042 7.689894 -0.14 -0.16 0.01 -1.13
C 2.939723 3.556677 6.197241 -0.16 -0.04 -0.04 -0.51
C 4.745979 5.329682 8.192862 0.17 0.22 0.09 -0.73
C 5.034274 6.067479 6.878422 -0.07 0.07 0.03 -0.94
H 6.905029 3.249609 9.365735 -0.04 0.03 0.01 0.35
H 7.764643 2.735076 7.912303 0.00 -0.01 -0.01 0.44
H 7.350368 4.428736 8.123546 0.00 0.00 0.01 0.31
H 5.450550 2.073933 7.697446 -0.12 0.01 -0.01 0.39
H 5.809614 3.317012 6.507064 0.03 -0.03 0.00 0.20
H 2.498852 3.928792 8.270776 0.05 0.09 0.01 0.37
H 3.193081 2.366053 7.963976 0.09 -0.01 0.00 0.42
H 2.728591 4.586899 5.914964 0.08 0.02 -0.03 0.33
H 2.040965 2.973135 5.973851 -0.01 0.01 0.01 0.24
H 3.742963 3.179713 5.560651 0.04 0.03 0.01 0.19
H 5.562372 5.543515 8.886302 0.03 -0.07 -0.02 0.41
H 3.863430 5.767575 8.664498 -0.08 -0.10 -0.04 0.34
H 5.796630 5.564656 6.282014 0.01 -0.02 0.01 0.24
H 5.404137 7.070345 7.097833 0.01 0.00 0.01 0.38
H 4.140992 6.185382 6.266409 0.02 -0.06 -0.05 0.27
C -1.628665 -1.929191 -10.853750 0.01 0.03 -0.02 -1.42
C -2.524687 -1.795505 -9.632138 0.00 0.04 -0.20 -0.35
N -1.783900 -1.750916 -8.384440 0.04 -0.07 0.20 0.16
C -2.617393 -1.923798 -7.213359 -0.19 -0.08 0.14 -0.52
C -3.672927 -0.851076 -6.909180 0.02 -0.03 0.17 -1.02
C -0.766826 -0.718546 -8.294159 0.20 0.12 -0.15 -0.49
C -1.196495 0.742086 -8.487392 0.09 0.03 0.10 -0.98
H -0.961446 -2.785752 -10.754799 0.02 0.01 0.04 0.34
H -2.240038 -2.076916 -11.743729 -0.01 0.01 -0.01 0.44
H -1.024236 -1.036962 -11.020237 0.01 0.00 -0.01 0.29
H -3.182914 -2.667230 -9.598919 -0.02 0.01 0.13 0.44
H -3.177888 -0.919065 -9.765371 -0.01 -0.02 -0.02 0.27
H -1.969171 -2.037162 -6.336631 0.10 0.05 -0.06 0.15
H -3.133004 -2.884252 -7.311817 0.01 0.00 -0.11 0.41
H -3.226327 0.066999 -6.528064 0.00 0.04 -0.08 0.18
H -4.356674 -1.219436 -6.139877 -0.01 -0.02 -0.02 0.41
H -4.272734 -0.606001 -7.784620 0.01 0.01 -0.03 0.32
H 0.005494 -0.943370 -9.033293 -0.05 -0.03 -0.04 0.38
H -0.260952 -0.819206 -7.328981 -0.10 -0.06 0.06 0.09
H -1.853406 0.866910 -9.348240 -0.01 -0.03 -0.01 0.26
H -0.314587 1.361413 -8.660458 0.01 -0.01 -0.01 0.40
H -1.700723 1.144854 -7.609895 -0.09 -0.01 -0.04 0.25

19
Properties=species:S:1:pos:R:3:forces:R:3:mulliken_charge:R:1 method="wB97M-V/def2-TZVPD" charge=+1
C -1.889116 -0.159114 0.690777 0.06 -0.15 0.11 0.05
C -2.122045 -0.748076 -0.465449 -0.10 0.27 0.03 -0.73
C -0.956960 1.762527 1.761215 0.00 -0.01 0.48 -0.04
N -1.004403 0.955456 0.779856 -0.04 0.30 0.15 0.15
H -2.300910 -0.487410 1.633313 0.05 0.02 0.09 0.31
H -1.763402 -0.311463 -1.387428 0.16 -0.27 -0.11 0.29
H -2.735490 -1.635378 -0.482180 -0.10 0.03 -0.17 0.28
H -0.207864 2.538555 1.827484 0.10 0.04 -0.35 0.29
H -1.642345 1.665104 2.596925 -0.10 -0.15 -0.14 0.25
H -0.289183 1.048888 0.034683 -0.04 -0.19 -0.03 0.11
C 1.745199 -1.591511 -0.443877 0.18 -0.02 -0.48 -1.00
C 1.402967 -0.375077 -1.242603 0.23 0.02 -0.11 0.31
C 1.638543 0.876171 -0.851552 0.09 -0.10 0.15 -1.33
H 2.285244 -2.302082 -1.072460 0.02 0.01 0.00 0.34
H 2.388209 -1.345045 0.396674 -0.17 -0.05 0.23 0.33
H 0.836917 -2.112687 -0.136309 0.03 0.03 0.22 0.23
H 1.026517 -0.550850 -2.244374 -0.37 0.03 0.02 0.38
H 1.385078 1.735918 -1.458479 0.18 0.01 -0.14 0.43
H 2.203051 1.036066 0.063779 -0.19 0.18 0.07 0.34

9
Properties=species:S:1:pos:R:3:forces:R:3:mulliken_charge:R:1 method="wB97M-V/def2-TZVPD" smiles="S=C1C=NCS1" charge=0
C -0.228368 -1.021492 0.066566 0.26 -2.50 0.88 -0.08
C -1.319745 -0.079362 0.145383 -1.40 1.53 -1.03 0.25
C 1.230005 0.715860 -0.032277 -2.28 1.11 0.28 -0.33
N 0.988902 -0.660564 0.146827 0.10 -1.10 0.26 -0.46
S -2.950008 -0.424946 0.030727 1.75 0.21 0.38 -0.22
S -0.581324 1.484508 0.118243 0.95 0.12 -0.08 -0.10
H -0.579299 -2.096557 0.045186 0.95 1.09 0.00 0.33
H 1.934723 1.356293 0.547403 -0.51 -1.23 0.06 0.33
H 1.505116 0.726262 -1.068059 0.18 0.76 -0.76 0.29

46
Properties=species:S:1:pos:R:3:forces:R:3:mulliken_charge:R:1 method="wB97M-V/def2-TZVPD" charge=-1
Pd 0.388438 0.515641 -0.714941 0.81 -0.58 -1.16 0.40
O 2.733127 0.791075 -1.434558 -0.26 -0.36 0.20 -0.37
N 3.274273 -0.340576 -1.344582 0.29 0.28 -0.24 -0.51
N 2.755947 -1.147152 -0.491006 -0.13 0.36 -0.19 1.24
O 1.741132 -0.845356 0.285526 -0.34 0.19 0.55 -0.86
C 3.282758 -2.453950 -0.398288 0.20 -0.40 0.02 0.09
C 4.498309 -2.792378 -0.993783 -0.12 0.06 0.04 -0.38
C 4.970887 -4.085601 -0.874244 0.03 -0.03 -0.01 -0.44
C 4.253577 -5.042014 -0.166975 0.05 -0.07 -0.01 -0.46
C 3.051814 -4.691908 0.424607 -0.02 -0.04 0.03 -0.49
C 2.559703 -3.401572 0.317802 0.01 0.17 -0.05 -0.27
H 5.050446 -2.045434 -1.542131 0.00 0.03 -0.01 0.44
H 5.913756 -4.346124 -1.338072 0.01 -0.02 0.00 0.34
H 4.632606 -6.051711 -0.079602 0.01 -0.02 0.01 0.36
H 2.483108 -5.427864 0.977558 -0.01 -0.03 0.01 0.35
H 1.625347 -3.103956 0.770151 0.00 0.01 -0.01 0.44
O -5.749274 -0.431623 0.155906 -0.06 -0.12 -0.01 -0.54
C -5.029522 0.784179 -0.015408 0.09 0.20 -0.03 -1.39
C -3.525280 0.604086 0.249835 -0.01 -0.04 0.19 2.82
C -3.341068 0.153685 1.700413 0.08 -0.16 -0.07 -1.51
O -3.939373 1.052771 2.629083 -0.09 0.11 0.11 -0.65
C -2.887145 1.980129 -0.058463 -0.01 0.08 -0.15 -1.29
Se -1.685931 2.812224 1.265436 -0.23 -0.19 -0.15 0.03
C -3.013173 -0.479229 -0.704410 0.08 0.11 -0.05 -1.89
Se -1.187855 -1.126829 -0.447217 -0.52 -0.67 0.29 -0.17
H -6.526523 -0.245702 0.685112 0.02 -0.03 0.05 0.33
H -5.403448 1.547094 0.673167 0.00 0.00 -0.04 0.50
H -5.169474 1.137454 -1.044951 0.03 0.02 0.03 0.40
H -2.277159 0.026580 1.911526 -0.08 0.00 -0.04 0.57
H -3.831040 -0.813734 1.830379 0.02 0.02 -0.02 0.50
H -3.246655 1.664745 2.903742 -0.01 -0.01 0.02 0.36
H -3.673500 2.729009 -0.174184 0.04 0.00 0.00 0.48
H -2.340903 1.934037 -1.002401 0.04 0.09 0.11 0.15
H -3.134379 -0.151446 -1.738566 0.05 -0.01 0.04 0.52
H -3.614387 -1.380529 -0.564880 0.02 -0.01 -0.01 0.49
Br -0.652714 1.107344 -2.829012 -0.13 0.34 -0.05 -0.59
C 0.099504 2.718739 0.531672 -0.27 0.72 -0.01 0.22
C 0.479009 3.631595 -0.461914 -0.07 -0.08 -0.07 -0.03
C 1.823082 3.874280 -0.650151 0.00 -0.06 0.05 -0.44
C 2.741660 3.216242 0.158673 0.02 0.04 0.05 -0.49
C 2.271556 2.299953 1.077847 0.13 -0.01 -0.05 -0.15
N 0.972797 2.053669 1.265739 0.26 0.05 0.65 -0.59
H -0.277140 4.112615 -1.066415 0.01 0.02 0.04 0.39
H 2.150999 4.566290 -1.413737 0.01 0.02 -0.02 0.38
H 3.803815 3.382259 0.052195 0.03 -0.01 -0.02 0.39
H 2.948307 1.708980 1.683523 0.02 0.03 -0.02 0.32

27
Properties=species:S:1:pos:R:3:forces:R:3:mulliken_charge:R:1 method="wB97M-V/def2-TZVPD" smiles=O.O.O.O.O.O.O.O.O charge=0
H -0.508311 -0.154272 0.777265 -0.52 0.33 0.45 0.08
H -0.301118 0.589637 -0.531823 -0.12 -0.46 0.15 0.37
H 1.815277 -2.816138 -0.543354 0.10 0.16 0.07 0.31
H 2.882696 -3.489410 0.303619 0.06 0.05 -0.14 0.30
H -1.913418 0.198396 -1.683870 -0.25 -0.33 -0.28 0.32
H -1.076498 -0.697976 -2.581714 -0.64 -0.30 -0.51 0.22
H 1.456535 0.593368 0.304016 0.32 -0.13 0.05 0.24
H 1.295117 -0.696650 1.091316 0.24 0.01 0.05 0.29
H -2.082143 -2.034005 2.739596 -0.01 0.09 -0.09 0.30
H -1.296560 -1.215869 3.751305 -0.03 0.07 -0.07 0.30
H -2.343013 3.233696 0.438361 -0.13 -0.02 0.13 0.29
H -2.218087 1.776953 0.023231 0.12 -0.26 0.40 0.35
H -1.045621 2.343906 -3.087482 -0.04 0.03 -0.06 0.31
H -2.310063 3.064841 -3.525065 -0.08 -0.09 0.03 0.30
H 1.812858 1.339337 3.412327 0.04 -0.01 -0.10 0.30
H 3.066945 0.789836 4.072143 0.02 0.06 -0.04 0.29
H 0.848406 -0.527951 -2.629973 0.15 -0.09 0.09 0.25
H 1.635102 -1.806569 -2.392720 0.21 0.03 -0.04 0.33
O -0.986616 0.187373 0.013398 1.62 2.04 4.33 -0.58
O 2.630504 -3.325712 -0.612128 -0.17 -0.17 0.10 -0.63
O -1.434423 -0.637982 -1.688808 -0.82 -1.60 -4.65 -0.50
O 1.965301 -0.102326 0.735475 -0.17 -0.02 0.01 -0.54
O -1.633439 -1.187982 2.848684 0.16 -0.15 0.09 -0.59
O -2.423587 2.336334 0.780762 -0.19 0.66 -0.17 -0.61
O -1.995210 2.216660 -3.192730 0.20 0.04 0.11 -0.61
O 2.669704 0.947947 3.208319 0.01 0.04 0.45 -0.56
O 1.489660 -0.925442 -2.030153 -0.09 0.02 -0.33 -0.53

Number 1: LUMO energy -0.1093 hartree, E_tot -256095.6266 eV. Number 2: LUMO energy -0.1915 hartree, E_tot -7898.0176 eV. Number 3: LUMO energy -0.0436 hartree, E_tot -26318.8119 eV. Number 4: LUMO energy 0.0937 hartree, E_tot -233774.2359 eV. Number 5: LUMO energy -0.0005 hartree, E_tot -18716.9469 eV.